No. 1
ORCA calculation (ωB97M-V/def2-TZVPD) on a molecular structure, C22H29N5O7Os at a distorted geometry.

Last column: natural (NBO) charge in e.
Cartesian coordinates (Å):
Os1 9.006221 12.289421 9.918244  1.5450
O1 10.624647 15.935079 11.708654  -0.6196
C1 10.649132 14.921849 10.833464  0.8384
O2 9.605649 14.371626 10.480790  -0.6649
C2 12.034391 14.637772 10.280235  -0.1917
O3 11.952515 13.795427 9.164084  -0.5477
C3 12.634678 12.546758 9.245907  -0.1893
C4 11.937644 11.466244 10.044427  0.7565
O4 12.457492 10.418377 10.237432  -0.5131
O5 10.729117 11.758488 10.471887  -0.7210
H1 9.724900 16.048649 12.038736  0.5183
H2 12.663399 14.272891 11.133528  0.2477
H3 12.438183 15.623272 9.960875  0.2480
H4 13.637507 12.755306 9.626758  0.2303
H5 12.733306 12.215347 8.194415  0.2382
N1 9.489572 13.268098 7.801577  -0.8466
C5 8.326588 14.005961 7.345559  -0.1839
C6 8.004615 13.560506 5.927424  -0.3942
C7 6.565976 13.615555 5.440924  -0.4205
C8 5.967515 14.993815 5.291807  -0.2340
N2 6.859394 16.097161 4.801666  -0.5821
C9 6.994157 17.242285 5.528093  0.6776
N3 7.162082 18.366198 4.853874  -0.7574
N4 6.801516 17.235459 6.831664  -0.7819
C10 7.148117 13.967958 8.400505  0.8189
O6 6.223431 14.726870 8.252990  -0.6431
O7 7.275901 13.156361 9.408133  -0.7142
H6 10.276761 13.846593 8.058796  0.4261
H7 9.779380 12.554104 7.168008  0.4045
H8 8.479893 15.092450 7.272967  0.2167
H9 8.290356 12.507152 5.801855  0.2103
H10 8.602379 14.131971 5.210881  0.2246
H11 5.879801 13.073578 6.138163  0.2352
H12 6.504152 13.055503 4.491879  0.2320
H13 5.610681 15.303139 6.222011  0.2280
H14 5.054216 14.968100 4.682679  0.2306
H15 7.022941 16.175571 3.803978  0.4149
H16 7.165117 18.408148 3.834512  0.4302
H17 7.410233 19.244802 5.285179  0.4272
H18 6.585303 16.370578 7.325709  0.4536
H19 6.632913 18.108536 7.321403  0.4286
C11 5.380095 8.287490 11.388405  -0.1008
C12 5.735967 9.550249 11.845084  -0.1861
C13 6.732415 10.223375 11.197301  -0.1924
C14 7.409725 9.666862 10.058252  0.2633
C15 6.979888 8.381995 9.588102  -0.2073
C16 5.938476 7.785411 10.236668  -0.1985
N5 8.375313 10.411178 9.491734  -0.4900
C17 9.267091 9.721732 8.613157  0.1555
C18 10.164168 8.753933 9.111098  -0.2270
C19 10.999150 8.093214 8.199159  -0.1698
C20 10.994122 8.455901 6.848391  -0.1914
C21 10.196490 9.489274 6.409272  -0.1951
C22 9.254927 10.069226 7.283668  -0.2777
H20 4.571447 7.774593 11.870442  0.2384
H21 5.265112 9.987833 12.700156  0.2411
H22 6.981651 11.219022 11.515851  0.2139
H23 7.390787 7.944397 8.690586  0.2440
H24 5.550115 6.869144 9.810071  0.2428
H25 10.237573 8.596475 10.192173  0.2493
H26 11.673736 7.344437 8.527801  0.2398
H27 11.656166 7.907115 6.162955  0.2419
H28 10.283669 9.830186 5.399291  0.2255
H29 8.520820 10.804442 6.965161  0.2044

Atoms 1-2, force components in eV/Å:
Os -1.0866 1.4565 -0.2987
O 0.5159 -1.1015 -1.0137

Calculated values
Kohn-Sham gap (alpha / beta) = 8.56 / 6.41 eV
M = 665.732 g mol⁻¹
LUMO (alpha / beta) = -4.73 / -7.49 eV
Spin multiplicity = 5
Highest occupied orbital energy (alpha / beta) = -0.4883 / -0.5107 Ha
ΔE to the lowest compared entry with this formula, charge and spin = 0.0000 eV
Expectation value of S² = 6.044
DFT total energy = -47520.77406 eV
Net charge = +2


No. 2
ORCA calculation (ωB97M-V/def2-TZVPD) on a molecular structure, C25H19I2IrN5O3.

Last column: natural (NBO) charge in e.
Cartesian coordinates (Å):
Ir1 0.109291 -0.356833 0.067185  1.1404
O1 2.483398 -3.013920 1.866800  -0.5235
C1 1.737653 -2.090857 1.646316  0.6446
N1 0.452955 -2.055090 1.130748  -0.6643
C2 -0.240050 -3.176187 0.749794  0.6409
O2 -0.019641 -4.323506 1.045373  -0.5196
C3 -1.408065 -2.809954 -0.140671  0.1150
C4 -2.383283 -3.753309 -0.393455  -0.1823
C5 -3.464334 -3.410359 -1.187334  -0.1253
C6 -3.521580 -2.128213 -1.707348  -0.2258
C7 -2.501823 -1.241228 -1.421441  0.0704
N2 -1.456413 -1.563686 -0.655575  -0.4178
C8 2.200723 -0.659005 1.938478  0.1306
C9 3.144491 -0.422244 2.916553  -0.1871
C10 3.421625 0.891978 3.275252  -0.1225
C11 2.725453 1.919299 2.642714  -0.2219
C12 1.815915 1.597877 1.655864  0.0595
N3 1.594286 0.337294 1.285667  -0.4078
H1 -2.266110 -4.732030 0.050162  0.2670
H2 -4.248650 -4.126101 -1.391942  0.2422
H3 -4.344489 -1.803313 -2.327490  0.2436
H4 -2.526785 -0.238814 -1.816300  0.1976
H5 3.615140 -1.271612 3.390955  0.2643
H6 4.142933 1.111137 4.050509  0.2430
H7 2.871526 2.955007 2.912803  0.2462
H8 1.238428 2.376259 1.173305  0.2024
I1 -3.975660 5.880166 1.728549  0.1762
C13 -3.032281 4.028492 1.594744  -0.1972
C14 -3.020461 3.165682 2.686712  -0.2266
C15 -2.377961 1.951432 2.584607  -0.2319
I2 -2.334249 0.687902 4.240217  0.1849
C16 -1.730754 1.521703 1.403941  0.3741
O3 -1.145682 0.336648 1.462626  -0.7261
C17 -1.758955 2.412292 0.305267  -0.1942
C18 -1.227006 2.116654 -1.079195  -0.2145
N4 0.071072 1.404406 -1.073157  -0.5586
C19 0.591863 1.116996 -2.423797  -0.2503
C20 1.585682 -0.015230 -2.401585  0.2100
C21 2.551700 -0.152472 -3.381264  -0.2259
C22 3.343906 -1.284287 -3.397378  -0.1255
C23 3.120852 -2.266132 -2.445057  -0.2162
C24 2.148379 -2.066644 -1.489160  0.0580
N5 1.428315 -0.939473 -1.433336  -0.4296
C25 -2.403364 3.648145 0.430719  -0.2050
H9 -3.500558 3.444894 3.614210  0.2439
H10 -1.111291 3.061416 -1.617138  0.2104
H11 -1.918909 1.513219 -1.666938  0.1949
H12 0.730405 2.037710 -0.626264  0.3911
H13 1.030319 2.009852 -2.873339  0.2263
H14 -0.253662 0.820274 -3.050135  0.2311
H15 2.671145 0.621362 -4.127579  0.2390
H16 4.113134 -1.402079 -4.148069  0.2434
H17 3.679342 -3.190806 -2.443308  0.2504
H18 1.962563 -2.795034 -0.712642  0.2389
H19 -2.410483 4.320324 -0.419172  0.2193

Atoms 1-2, force components in eV/Å:
Ir -0.0610 -0.4315 -0.0613
O -0.5166 0.0068 -0.0861

Calculated values
Kohn-Sham gap = 6.97 eV
M = 883.484 g mol⁻¹
LUMO = -3.20 eV
Highest occupied orbital energy = -0.3734 Ha
ΔE to the lowest compared entry with this formula, charge and spin = 0.0000 eV
DFT total energy = -58863.95906 eV
Net charge = +1


No. 3
ORCA calculation (ωB97M-V/def2-TZVPD) on a molecular structure, C5H10N2O2 at a distorted geometry.

Last column: natural (NBO) charge in e.
Cartesian coordinates (Å):
C1 -0.929979 -2.325096 0.319256  -0.3147
C2 -0.528772 1.282786 1.065035  -0.0979
C3 -1.242436 1.310127 2.177686  -0.4415
C4 0.794349 0.057094 -0.623079  0.3359
C5 2.214853 -0.377487 -0.121359  -0.6756
H1 -0.262219 -2.279123 -0.630949  0.2133
H2 -0.237790 -3.279419 0.873812  0.2178
H3 -2.102794 -2.402613 0.262997  0.2370
H4 0.013394 2.347344 0.712537  0.2401
H5 -1.697457 0.332871 2.736894  0.2578
H6 -0.891012 2.445669 2.794571  0.2337
H7 2.706455 -0.272130 -1.116110  0.2720
H8 2.380463 0.003758 0.861490  0.2332
H9 2.125875 -1.409145 0.031579  0.2084
H10 -1.011784 1.032768 -1.297449  0.4574
N1 -0.495636 0.038125 0.114205  -0.2420
N2 0.977597 0.617454 -1.793994  -0.1308
O1 -0.442800 -0.931490 1.057706  -0.4128
O2 -0.337818 0.832293 -2.354717  -0.5914

Atoms 1-2, force components in eV/Å:
C 3.4957 -0.1419 1.0954
C 0.8124 1.8070 -2.6383

Calculated values
Kohn-Sham gap = 9.76 eV
M = 130.147 g mol⁻¹
LUMO = 0.70 eV
Highest occupied orbital energy = -0.3327 Ha
ΔE to the lowest compared entry with this formula, charge and spin = 11.4822 eV
DFT total energy = -12411.99032 eV